{"formula": "C35H39Br3N10O3PYb", "method": "the ωB97M-V functional and the def2-TZVPD basis", "elements": ["N", "H", "O", "C", "Br", "H", "H", "C", "C", "N", "Br", "H", "N", "C", "C", "H", "H", "H", "C", "N", "H", "N", "C", "H", "H", "C", "C", "H", "C", "C", "H", "C", "H", "H", "C", "C", "O", "H", "H", "C", "C", "H", "C", "H", "H", "H", "H", "H", "Br", "N", "C", "C", "H", "C", "P", "C", "H", "C", "H", "H", "H", "C", "C", "C", "C", "H", "O", "C", "H", "C", "N", "H", "Yb", "H", "H", "N", "H", "H", "H", "C", "C", "H", "C", "C", "C", "H", "C", "C", "N", "H", "H", "N"], "coordinates": [[-2.67439, -0.96953, -0.36849], [3.37877, -0.51981, -2.33463], [-0.49150, 4.22632, -0.47057], [-1.16819, 0.92418, -2.74803], [0.73313, -4.69057, -1.83007], [0.62392, -1.79289, -2.73148], [-5.98754, -0.70519, -0.76124], [-1.30790, -0.07830, -4.90494], [-0.03301, -1.02768, -3.12856], [-1.90465, -0.44490, 2.37034], [-4.77598, -5.49803, -2.20467], [4.89368, 4.03786, -1.31310], [3.41079, 2.83325, -2.13476], [0.47407, 4.08302, 3.52457], [0.02778, 4.14868, 2.21795], [3.88451, 1.42854, -3.61176], [6.29237, 2.10975, -0.99893], [2.96844, -2.46842, 2.84832], [1.78227, -3.54204, 1.40150], [0.22878, 1.76698, 1.96624], [3.32523, 4.13386, -0.49640], [4.50759, 2.47344, 0.00555], [1.91821, -2.58822, 2.57060], [5.21792, 2.47591, -3.10001], [-1.83885, -2.50907, 2.36540], [-1.00778, -4.02056, -1.42311], [-4.04199, -0.67684, 4.15320], [5.75777, 0.79507, 0.05815], [-2.50763, -2.27257, -0.77465], [-3.39680, -1.80077, 3.65866], [-0.18474, -1.91258, -5.07012], [5.42211, 1.54947, -0.65763], [-4.86800, -0.75981, 4.84635], [0.63049, -1.04825, 2.93843], [-3.35309, -4.36799, -1.69466], [-4.88370, -2.47945, -1.16987], [-2.39560, 2.83261, -2.10527], [-1.67374, -0.09504, -5.92271], [-2.28255, 1.77315, -4.35433], [-0.47800, -1.08765, -4.43619], [-1.55095, 2.03320, -1.79784], [1.70547, 1.78306, -2.71387], [0.79652, 2.83719, 4.04365], [-5.74184, -3.06010, -1.47838], [-4.86785, 1.06679, 0.76970], [1.41396, -3.04466, 3.42074], [3.82023, 1.10694, 1.41451], [1.15156, 2.72176, 5.05787], [-4.39693, 2.16290, 4.31495], [1.32726, -1.27333, 2.23726], [-1.65347, 0.95074, -4.04449], [-3.88448, -0.43957, -0.38542], [0.87482, 0.75211, 3.65137], [2.15144, 2.20836, -1.81151], [2.33665, 0.81602, -0.54497], [-5.01997, -1.18788, -0.77252], [0.73361, -3.71210, 1.17966], [-3.59201, 0.56328, 3.73159], [1.92004, -1.97965, 0.07672], [1.46759, 2.95906, -1.41846], [3.36286, -2.83952, 0.19746], [4.03641, 3.45679, -0.97288], [-4.09150, 0.99026, 0.00650], [0.65171, 1.72619, 3.23743], [-2.52763, 0.63630, 2.84820], [2.27802, -4.49120, 1.59413], [-0.15916, -2.09504, -0.29343], [-0.07979, 2.98150, 1.47381], [0.57065, 4.97599, 4.12719], [-1.16191, -2.78357, -0.80403], [-0.89844, 1.95654, -0.56910], [-3.71591, -2.79056, 3.95341], [-0.41322, -0.04060, 0.23485], [-1.88063, -5.79744, -2.27022], [-3.18070, 1.45844, 0.36501], [4.82420, 0.88740, -1.81693], [4.20980, -0.79635, -0.78990], [2.78277, 2.52018, 1.16899], [-2.18236, 1.60842, 2.52247], [-2.34500, -1.64231, 2.77706], [-2.07261, -4.82614, -1.83789], [-0.24066, 5.08080, 1.74151], [4.35319, 1.91080, -2.75203], [-3.59800, -3.06761, -1.20722], [-0.54886, 3.13070, 0.03954], [-4.43767, 1.55960, -0.85851], [3.77368, -0.02892, -1.44027], [3.41307, 1.78779, 0.65837], [2.34653, -2.91031, 0.17468], [2.04230, -3.45520, -0.64527], [2.04087, -0.55658, 2.31331], [-0.36583, -0.04639, -2.28585]], "forces_ev_per_a": [[0.3205, 0.0210, -0.1190], [0.0139, -0.0424, 0.0116], [-0.0971, -0.0392, 0.0243], [-0.0070, 0.0243, -0.1412], [-0.2570, -0.2055, -0.1531], [-0.0676, -0.0380, 0.0095], [-0.0086, -0.0108, 0.0087], [0.0593, -0.0512, 0.0505], [0.1660, -0.0620, 0.1074], [0.2015, 0.2123, -0.1010], [0.0330, 0.0504, -0.0022], [0.0069, -0.0061, 0.0073], [0.1055, 0.1574, -0.1276], [0.0159, -0.0778, 0.0116], [0.0162, 0.0194, -0.0253], [0.0003, 0.0051, 0.0011], [-0.0034, 0.0105, 0.0003], [-0.0314, -0.0333, 0.0095], [-0.0569, 0.0650, 0.1461], [-0.2516, 0.1899, -0.3316], [-0.0025, -0.0077, -0.0032], [0.1471, 0.1227, 0.0034], [0.0860, -0.0469, -0.1655], [0.0000, 0.0010, 0.0002], [0.0018, 0.0123, -0.0317], [0.1170, 0.4076, 0.2246], [0.0442, 0.0724, -0.0270], [0.0040, 0.0054, -0.0089], [-0.0844, -0.2049, -0.2107], [-0.0370, -0.0159, 0.0301], [0.0398, 0.0083, 0.0045], [-0.0834, -0.0533, 0.0128], [-0.0079, -0.0070, -0.0097], [-0.0738, 0.0142, -0.0668], [0.1385, -0.3827, -0.1439], [-0.0375, 0.1005, 0.0531], [0.0737, 0.0589, 0.0036], [-0.0026, 0.0150, -0.0005], [-0.0312, -0.0051, 0.0525], [-0.0359, 0.0643, -0.0371], [-0.0569, -0.0257, -0.1199], [-0.0304, 0.0158, 0.0124], [-0.0055, 0.0498, -0.0207], [-0.0020, 0.0003, -0.0051], [0.0203, -0.0144, 0.0234], [0.0128, 0.0628, 0.0632], [-0.0332, 0.0244, 0.0277], [-0.0124, -0.0095, 0.0032], [0.0559, -0.1548, -0.0456], [-0.0670, 0.1600, 0.0881], [0.0045, 0.0011, -0.0615], [0.0524, 0.0477, 0.1277], [0.0151, 0.0422, 0.0073], [-0.1119, -0.2451, 0.1360], [0.5498, 0.4139, -0.3118], [0.0204, -0.0658, -0.0238], [-0.0125, -0.0939, -0.0330], [-0.0810, 0.0833, 0.0523], [0.0746, -0.1105, -0.0566], [-0.0400, 0.0139, -0.0204], [0.0104, -0.0098, 0.0146], [-0.0538, -0.0722, 0.0167], [-0.0370, 0.0019, -0.0631], [0.0171, -0.1742, 0.0177], [-0.0205, 0.0188, 0.0977], [0.0666, 0.0180, -0.1062], [-0.1055, -0.1480, -0.0679], [0.0822, 0.1538, 0.1242], [-0.0164, 0.0083, -0.0111], [-0.2941, -0.7063, -0.3810], [-0.1351, 0.1619, -0.0215], [0.0315, -0.0116, -0.0070], [0.0289, -0.2607, 0.7851], [-0.0059, -0.0118, 0.0058], [-0.0062, 0.0210, -0.0019], [0.1830, 0.0225, -0.0884], [-0.0404, -0.0309, -0.0169], [0.0028, -0.0263, 0.0419], [0.0348, -0.0237, -0.0140], [0.0916, -0.1224, -0.0997], [-0.3288, 0.1097, -0.0137], [0.0179, 0.0012, -0.0059], [-0.0526, -0.0452, 0.0695], [0.2542, 0.2764, 0.1226], [0.1098, 0.1160, 0.0106], [0.0112, 0.0170, 0.0119], [-0.3021, -0.0874, 0.1961], [-0.2213, -0.1628, -0.0357], [0.3291, 0.0926, 0.3984], [0.0037, 0.0411, -0.1025], [-0.0516, 0.0538, 0.0554], [-0.3708, 0.2359, 0.1587]], "orbital_gap_ev": [7.83, 7.83], "total_charge": 2, "spin_multiplicity": 2}

---

{"formula": "C35H39BrClCrN5O2SeSi", "method": "the ωB97M-V functional and the def2-TZVPD basis", "elements": ["H", "H", "C", "C", "C", "H", "H", "H", "H", "H", "C", "H", "H", "C", "C", "C", "H", "H", "N", "O", "C", "H", "H", "C", "H", "H", "H", "H", "H", "C", "O", "H", "H", "Cl", "C", "N", "C", "Br", "H", "C", "H", "C", "C", "C", "H", "H", "H", "H", "H", "H", "H", "N", "C", "N", "C", "H", "C", "H", "C", "C", "C", "C", "H", "C", "C", "H", "H", "Si", "H", "C", "C", "C", "H", "C", "H", "C", "C", "C", "Se", "Cr", "H", "C", "N", "H", "C", "C"], "coordinates": [[-4.63005, -7.09687, -0.57027], [-3.96603, 3.18932, -1.27829], [4.49734, -2.61530, -1.33311], [-0.83529, 5.20291, 1.07629], [3.93388, -0.44408, -0.26513], [-3.49630, -5.31982, 1.43057], [1.07269, 6.06040, 1.59972], [3.25917, 2.40474, -0.16443], [1.07904, 1.91678, 0.58898], [4.13028, -3.15222, -0.46390], [0.53600, 5.17052, 1.29786], [-0.90786, -0.25715, -2.54098], [-3.48424, -5.79714, -4.50171], [-0.89286, 2.83754, 0.51499], [-0.79718, -1.13349, 2.64384], [-0.53371, 2.45659, -2.94481], [-2.59849, 4.14957, 0.51587], [-4.51010, 3.50516, 0.38404], [4.77221, -1.22642, -0.96931], [-0.96758, -1.39894, 0.30029], [-1.04074, -1.58175, 3.91480], [5.42306, -3.06340, -1.68286], [-5.32332, 2.28708, -0.59517], [0.49967, 2.83873, 0.72715], [-4.74509, -0.42896, -0.53564], [-2.67279, -4.45724, 3.19237], [-4.68046, -7.36007, -3.02990], [-3.19129, 1.72330, 2.68285], [-4.77625, 1.10632, 2.19566], [-1.73270, -2.79049, 4.09337], [-0.14395, 0.02065, 2.32557], [0.83543, -0.57379, -2.26311], [-3.40686, -0.00211, 2.33592], [-2.17974, 2.01421, -3.30680], [-3.69874, 1.00728, 2.02719], [-1.53262, 1.64435, 0.14387], [0.00674, 0.10893, -2.07778], [-2.05151, -3.40684, 5.84458], [3.74624, -2.65644, -2.11876], [-4.34705, 2.72624, -0.36366], [1.41171, 5.22203, -3.05072], [-2.35480, -3.81062, 0.56796], [1.13289, 4.18861, -2.88976], [-4.11961, -6.54599, -2.59012], [6.72239, -0.96243, -1.85875], [-3.06911, -1.00034, -0.57062], [-0.90749, 4.47390, -3.51716], [3.08488, 3.56870, -2.25381], [2.27101, 3.91928, 1.27180], [-0.43427, 1.12230, 4.05995], [6.42521, 1.57230, -0.82667], [-3.13314, -4.89970, 0.59220], [-3.36418, -5.34554, -0.71377], [-2.07102, -3.53635, -0.70047], [-3.43570, -5.65317, -3.43078], [0.86591, 1.65219, 2.97734], [-3.71302, -0.14521, -0.77141], [1.09672, 0.19054, 3.97983], [0.38050, 0.78926, 3.41628], [5.77234, 0.71794, -0.79372], [-2.68560, -4.46543, -1.54201], [-2.16082, -3.51856, 3.02315], [-1.51592, -2.71441, -0.92739], [3.96394, 1.91324, 0.50203], [-2.70555, -4.59562, -2.92412], [-2.18119, -3.90181, -3.56788], [2.39634, 1.22728, -1.86643], [-3.25649, 1.34475, 0.24647], [-1.37545, 6.13362, 1.20195], [2.06112, 3.26672, -2.44033], [5.91669, -0.52066, -1.29929], [1.66979, 1.95531, -2.21692], [3.44282, 1.58979, 1.39947], [1.20140, 3.96880, 1.11457], [-3.66053, 0.08670, -1.83861], [-0.16928, 3.77479, -3.14756], [-1.53748, 4.07201, 0.69073], [-4.09866, -6.40994, -1.21567], [2.30711, -0.96937, 0.45284], [-0.14581, 0.30821, -0.03899], [4.76517, 2.59991, 0.76214], [0.36394, 1.50796, -2.44454], [4.54250, 0.75107, -0.15666], [-0.71335, -1.02639, 4.78095], [-1.22181, -1.85916, 1.50921], [-1.90614, -3.05085, 1.71894]], "forces_ev_per_a": [[0.0188, 0.0238, -0.0129], [-0.0409, -0.0265, 0.0898], [0.0973, 0.1725, 0.0229], [-0.0070, 0.0037, -0.0105], [0.0542, 0.1768, -0.2439], [-0.0209, 0.0053, -0.0140], [-0.0264, -0.0316, -0.0111], [-0.0180, 0.0464, 0.0252], [0.1942, 0.1782, 0.0972], [0.0087, -0.0084, 0.0352], [-0.0223, -0.0129, -0.0022], [-0.0476, 0.0896, 0.0534], [-0.0028, -0.0012, 0.0232], [-0.1607, -0.3090, -0.0394], [0.0741, 0.1677, 0.0125], [-0.1272, 0.0751, 0.1520], [0.0209, 0.0138, 0.0143], [-0.0550, -0.0319, -0.0490], [0.0858, -0.3012, -0.0923], [0.0462, -0.1844, 0.1864], [-0.0372, -0.0363, 0.0736], [-0.0025, -0.0038, -0.0056], [0.0250, 0.0615, 0.0059], [-0.0875, -0.1458, -0.0782], [0.0734, 0.0397, -0.0230], [0.0119, 0.0446, 0.0095], [0.0216, 0.0288, 0.0012], [-0.0558, -0.0459, 0.0034], [0.0808, -0.0202, -0.0036], [0.0583, 0.0823, 0.0233], [0.0025, 0.0284, 0.1386], [-0.0037, -0.0412, 0.0141], [0.0122, 0.0604, 0.0098], [0.1578, -0.0236, -0.0081], [-0.0501, -0.0237, 0.2641], [0.2255, 0.1856, 0.0382], [-0.0454, 0.3628, -0.0050], [-0.0096, -0.0086, 0.0588], [-0.0194, 0.0223, -0.0137], [-0.1179, 0.1961, -0.1241], [-0.0183, -0.0334, -0.0061], [0.0259, 0.1443, 0.2621], [-0.1054, 0.0323, -0.0361], [0.0221, 0.0253, -0.0616], [-0.0392, -0.0073, 0.0255], [-0.0687, 0.0227, -0.0106], [0.0159, -0.0042, 0.0091], [-0.0066, 0.0075, -0.0287], [0.0281, -0.0230, 0.0072], [-0.0018, 0.0060, 0.0084], [-0.0366, -0.0167, 0.0185], [-0.1311, -0.2848, -0.0868], [-0.0318, -0.0128, 0.2671], [0.0153, -0.0307, -0.3961], [-0.0282, -0.0428, 0.0265], [0.0153, 0.0198, -0.0220], [-0.0025, -0.1849, -0.1788], [0.0127, 0.0029, 0.0029], [-0.0714, -0.0557, -0.0509], [-0.1809, 0.0843, 0.0922], [0.1482, 0.2283, 0.0595], [-0.0343, -0.0876, -0.0681], [-0.0012, 0.0286, 0.0299], [0.1280, -0.0577, -0.0511], [0.0085, 0.0215, 0.0145], [-0.0167, -0.0259, 0.0157], [-0.0427, 0.0006, -0.0517], [0.1908, 0.0643, -0.0073], [0.0031, -0.0191, -0.0012], [-0.0454, -0.0839, 0.0504], [-0.1482, -0.1607, 0.0001], [0.1825, -0.0278, -0.1061], [0.0141, -0.0282, 0.0485], [-0.1032, 0.0362, -0.0486], [-0.0140, -0.0640, 0.0666], [0.0747, 0.0697, -0.0240], [0.0089, 0.0255, 0.0351], [-0.0204, -0.0277, 0.0125], [-0.2097, -0.1219, 0.2291], [0.1564, 0.0981, -0.1856], [0.0114, -0.0004, 0.0185], [0.0006, -0.3858, -0.0249], [0.0683, 0.2220, 0.0501], [-0.0059, -0.0102, -0.0054], [0.1720, 0.2961, -0.3772], [-0.2500, -0.4478, -0.1370]], "orbital_gap_ev": [6.64, 6.87], "total_charge": 1, "spin_multiplicity": 4}

---

ΔE to the lowest compared entry with this formula, charge and spin
In order: 1.7 0.0
Unit: kcal/mol